Below is a cluster of 2 separate species, C4H12N2O2 in total, with properties calculated with ωB97M-V/def2-TZVPD.

LUMO (eV): 0.6
SMILES string: CN(C)C(=O)CN.O
HOMO-LUMO gap (eV): 9.76
Energy (eV): -11416.9188
Max |F| (eV Å⁻¹): 2.44

The geometry in XYZ format:
```
20
Properties=species:S:1:pos:R:3:lowdin_charge:R:1
C -0.02883 0.98285 -0.03260 -0.049
N -0.03225 -0.32375 -0.73838 -0.145
C 1.09841 -0.46168 -1.65029 -0.067
C -0.32266 -1.38600 0.11300 -0.452
O -1.19622 -1.36956 0.95353 0.055
C 0.55498 -2.68048 0.20881 -0.167
N 1.70867 -2.32686 1.07603 0.005
H -0.88734 1.00004 0.65202 0.089
H -0.06806 1.77213 -0.78185 0.084
H 0.89245 1.10991 0.54135 0.085
H 0.65291 -0.25129 -2.64499 0.096
H 1.92927 0.21261 -1.48317 0.084
H 1.41585 -1.50976 -1.70602 0.076
H 0.95497 -3.11001 -0.66168 0.070
H -0.05367 -3.32024 0.83855 0.110
H 1.73828 -1.32211 1.26475 0.062
H 1.58537 -2.69972 2.00937 0.065
O -3.58706 5.33618 0.92700 -0.060
H -2.64090 5.29084 1.09796 0.030
H -3.71416 5.05689 0.01662 0.030
```